Record 1
Computed, not measured: 6 unconnected molecules or ions with the total composition H12O6 in a non-equilibrium geometry, with ωB97M-V/def2-TZVPD.

```
18
Properties=species:S:1:pos:R:3:forces:R:3
O -2.64178 1.81717 -0.54612 -1.25 1.53 -0.67
H -2.21604 0.99674 -0.75395 0.07 -0.65 -0.62
H -3.18956 2.11690 -1.32416 1.06 -0.85 1.26
O 2.01010 1.44725 0.43919 -0.27 0.48 -1.24
H 1.36942 0.72464 0.37518 0.08 0.01 0.51
H 2.60024 1.26141 1.15132 0.37 -0.32 0.78
O -0.35894 0.47265 3.31568 -0.59 0.47 0.63
H -1.19430 0.92387 3.14064 0.11 0.12 0.36
H -0.21457 0.06244 2.47018 0.43 -0.47 -0.76
O 1.64462 -2.46015 -0.82494 0.07 0.64 -0.27
H 2.32125 -3.10540 -0.59859 0.07 0.08 -0.05
H 2.11038 -1.67799 -1.18289 -0.19 -0.64 0.37
O -0.86090 -0.10810 -1.96484 0.26 -0.37 -0.78
H -0.74340 0.61110 -2.60822 0.01 -0.25 0.38
H -0.55533 -0.91460 -2.42829 -0.28 0.57 0.42
O 0.04910 -0.50219 0.74420 -0.51 0.97 0.19
H 0.38723 -1.37228 0.60624 0.42 -1.15 -0.40
H -0.51752 -0.29347 -0.01064 0.14 -0.16 -0.09
```
Forces are in eV/Å.

Properties
multiplicity	1
LUMO energy	-0.05	eV
highest occupied orbital energy	-10.416	eV
total energy	-458.6285	hartree
ΔE to the lowest compared entry with this formula, charge and spin	1.1960	eV
SMILES	O.O.O.O.O.O


Record 2
Computed, not measured: 6 unconnected molecules or ions with the total composition H12O6, with ωB97M-V/def2-TZVPD.

```
18
Properties=species:S:1:pos:R:3:forces:R:3
O 0.67378 2.45069 -0.54814 0.07 -0.02 -0.11
H 1.18485 3.06090 -1.09220 -0.03 -0.05 0.12
H 0.39098 1.75495 -1.15208 -0.13 0.09 0.11
O -0.86615 -0.26721 -0.11398 0.48 0.10 -0.28
H -0.06132 -0.13586 0.40876 -0.23 0.01 0.10
H -0.57225 -0.66073 -0.94515 -0.23 -0.13 0.14
O 2.76971 -0.29359 0.60636 -0.29 -0.14 0.02
H 2.46279 -0.99853 1.19145 0.11 0.09 -0.05
H 2.58750 -0.61200 -0.28408 0.11 0.00 0.08
O -3.28304 -0.32225 1.46042 0.20 0.27 -0.24
H -3.75131 0.51755 1.51277 0.00 -0.11 -0.04
H -2.56604 -0.17864 0.81409 -0.24 -0.17 0.30
O -0.23534 1.27664 2.73107 0.19 -0.02 -0.28
H -1.07108 1.62272 2.39800 0.06 -0.09 0.03
H 0.42459 1.56927 2.08692 -0.12 0.12 0.11
O 0.26342 -2.80865 -3.05889 0.14 0.05 0.10
H 0.62052 -3.69048 -3.21630 -0.10 0.06 0.02
H 1.02839 -2.28476 -2.79900 0.00 -0.08 -0.11
```
Forces are in eV/Å.

Properties
multiplicity	1
LUMO energy	-0.30	eV
highest occupied orbital energy	-10.781	eV
total energy	-458.6167	hartree
ΔE to the lowest compared entry with this formula, charge and spin	1.5187	eV
SMILES	O.O.O.O.O.O


Record 3
Computed, not measured: 6 unconnected molecules or ions with the total composition H12O6 in a non-equilibrium geometry, with ωB97M-V/def2-TZVPD.

```
18
Properties=species:S:1:pos:R:3:forces:R:3
O 3.50598 -2.06827 -7.70473 -0.23 0.04 -0.34
H 3.55277 -1.68556 -8.58975 0.18 0.02 0.15
H 2.62408 -2.45621 -7.69507 0.05 -0.06 0.19
O 1.41319 3.20889 0.62772 -0.23 0.20 0.50
H 1.35193 2.34935 1.06673 0.17 0.11 0.00
H 1.41822 3.85083 1.36038 0.13 -0.34 -0.37
O -1.42587 2.99365 1.34268 -0.12 -0.14 0.00
H -1.84083 2.25024 0.88610 0.20 0.28 0.05
H -0.58207 3.15830 0.89435 -0.16 -0.11 -0.14
O -0.67756 -1.69859 2.08275 0.11 -1.12 0.75
H -1.08820 -1.05913 2.67728 0.09 0.40 -1.02
H -0.58011 -1.44328 1.16686 -0.23 0.77 0.18
O 0.22377 0.50282 4.22777 0.24 0.28 -0.70
H -0.07122 1.09380 4.92689 -0.17 -0.53 0.14
H 0.01829 -0.41846 4.40373 -0.01 0.20 0.58
O -2.74073 -3.00430 -0.90595 0.11 0.10 0.16
H -2.61589 -2.08345 -0.65334 -0.10 -0.03 -0.09
H -2.48575 -3.49065 -0.11439 -0.03 -0.07 -0.03
```
Forces are in eV/Å.

Properties
multiplicity	1
LUMO energy	0.12	eV
highest occupied orbital energy	-11.362	eV
total energy	-458.6059	hartree
ΔE to the lowest compared entry with this formula, charge and spin	1.8118	eV
SMILES	O.O.O.O.O.O


Record 4
Computed, not measured: 6 unconnected molecules or ions with the total composition H12O6 in a non-equilibrium geometry, with ωB97M-V/def2-TZVPD.

```
18
Properties=species:S:1:pos:R:3:forces:R:3
O -2.72664 1.92680 -0.72443 -1.08 -0.73 1.24
H -2.23073 2.46623 -1.28707 0.77 1.86 -1.49
H -2.10882 1.19097 -0.70621 0.06 -0.73 0.16
O 1.26595 -2.11368 0.93646 -0.27 0.56 -0.02
H 1.63533 -2.97081 1.02707 0.30 -1.50 0.88
H 1.60432 -1.93298 0.06158 -0.04 0.99 -0.61
O -0.86071 0.03000 -0.92498 -0.17 -0.03 -0.75
H 0.05664 -0.16001 -1.12432 0.45 0.01 -0.12
H -1.01051 -0.39734 -0.08619 -0.08 -0.36 0.79
O 1.14758 1.82321 0.42592 -0.03 0.04 0.25
H 1.11807 1.29394 1.23007 0.24 -0.09 -0.05
H 0.22075 2.06608 0.32603 -0.10 0.01 -0.27
O 1.88386 -0.79934 -1.45227 1.06 1.02 -2.94
H 2.33285 0.06960 -1.68179 -0.75 -1.19 1.06
H 1.89739 -1.19655 -2.37530 -0.26 0.23 1.68
O -1.33726 -0.41667 1.73233 0.65 0.11 -0.55
H -2.16434 -0.47411 2.16710 -1.54 -0.04 0.41
H -0.72372 -0.40533 2.45600 0.79 -0.15 0.33
```
Forces are in eV/Å.

Properties
multiplicity	1
LUMO energy	0.24	eV
highest occupied orbital energy	-10.420	eV
total energy	-458.6234	hartree
ΔE to the lowest compared entry with this formula, charge and spin	1.3364	eV
SMILES	O.O.O.O.O.O


Record 5
Computed, not measured: 6 unconnected molecules or ions with the total composition H12O6 in a non-equilibrium geometry, with ωB97M-V/def2-TZVPD.

```
18
Properties=species:S:1:pos:R:3:forces:R:3
O -0.39805 -3.50109 -0.13274 0.19 0.59 0.16
H -0.92671 -4.29796 -0.09097 -0.35 -0.21 0.10
H 0.31549 -3.71765 -0.73290 0.29 -0.12 -0.22
O -1.79598 2.35234 0.46418 0.20 0.32 -0.55
H -2.35117 1.61596 0.20778 -0.47 -0.32 0.16
H -0.96006 1.95123 0.70203 0.30 -0.23 0.53
O 0.05024 -2.18859 2.42079 -0.16 0.84 0.43
H -0.08425 -2.41157 1.49969 -0.25 -0.58 -0.76
H 0.63179 -2.87340 2.75105 0.42 -0.42 0.36
O 0.06514 -0.22327 0.11192 -0.31 0.28 0.65
H -0.06015 -1.15872 -0.04768 -0.25 -0.58 -0.11
H 0.25590 0.14400 -0.75119 0.76 0.15 -0.55
O 0.49325 1.71726 -1.89920 0.06 -0.28 0.47
H 0.53762 1.66555 -2.85397 0.23 0.13 -0.43
H -0.40864 1.47643 -1.68747 -0.71 0.46 -0.12
O 1.47137 3.04803 0.38268 -0.12 -0.16 1.06
H 2.06220 3.73337 0.07050 0.55 0.59 -0.05
H 1.10205 2.66811 -0.41450 -0.38 -0.48 -1.13
```
Forces are in eV/Å.

Properties
multiplicity	2
total charge	+1
LUMO energy (spin up / spin down)	-3.22 / -11.18	eV
highest occupied orbital energy (spin up / spin down)	-15.969 / -14.110	eV
total energy	-458.2133	hartree
ΔE to the lowest compared entry with this formula, charge and spin	1.5878	eV


Record 6
Computed, not measured: a molecular structure, H12O6Pd in a non-equilibrium geometry, with ωB97M-V/def2-TZVPD.

```
19
Properties=species:S:1:pos:R:3:forces:R:3
Pd 0.82800 -0.42700 -19.87800 -4.09 -1.99 3.59
O -1.99700 -0.19600 -20.42100 -0.16 -0.13 0.98
H -2.14200 -1.01000 -20.90200 -0.47 -0.26 -0.40
H -2.51300 -0.30200 -19.59700 -0.06 0.31 -0.74
O 0.15600 -1.99300 -20.08800 -4.90 -13.94 -2.63
H 0.38800 -2.58800 -20.84300 -0.15 0.35 0.38
H -0.55000 -2.43000 -19.65500 -1.42 -1.41 0.92
O 0.05400 0.17500 -18.37300 -3.63 1.24 7.90
H -0.37500 -0.54700 -17.85400 0.29 0.94 0.07
H -0.47200 0.95700 -18.22200 -0.31 0.97 0.15
O 2.46800 -0.40100 -19.76200 17.77 1.68 2.56
H 2.95100 0.07300 -19.05000 0.38 0.31 -0.48
H 2.87500 -1.26300 -19.73900 0.92 -1.01 -0.13
O 0.34700 0.69000 -21.00200 -4.53 12.55 -11.98
H 0.90800 1.06700 -21.68100 0.62 0.74 -0.39
H -0.52900 0.71400 -21.42700 -0.48 -0.15 0.37
O 1.22800 -1.56000 -22.59800 -1.69 -0.30 0.80
H 0.97900 -2.41200 -22.99200 0.58 0.38 -0.37
H 2.16100 -1.44300 -22.61300 1.33 -0.30 -0.63
```
Forces are in eV/Å.

Properties
multiplicity	3
total charge	+2
LUMO energy (spin up / spin down)	-7.65 / -8.92	eV
highest occupied orbital energy (spin up / spin down)	-17.236 / -16.865	eV
total energy	-585.4374	hartree
ΔE to the lowest compared entry with this formula, charge and spin	12.2537	eV


Record 7
Computed, not measured: a molecular structure, H12O7V in a non-equilibrium geometry, with ωB97M-V/def2-TZVPD.

```
20
Properties=species:S:1:pos:R:3:forces:R:3
O -26.18798 -12.83127 -0.70901 0.14 0.59 -1.68
V -25.96180 -13.19199 0.83374 -0.49 -0.41 0.89
O -28.08211 -13.39276 1.28375 -0.02 -0.20 0.44
H -28.54473 -12.61467 1.59491 -0.08 0.48 -0.17
H -28.64203 -14.12455 1.54296 -0.07 -0.41 -0.12
O -28.04311 -14.28848 -2.03720 -0.12 -0.38 0.37
H -27.87385 -14.08288 -2.95660 0.18 0.15 -0.22
H -28.90490 -14.70508 -2.03916 -0.31 -0.11 -0.15
O -25.76124 -15.30051 0.57313 0.10 -0.22 0.24
H -26.34310 -15.74696 -0.04196 -0.29 0.16 -0.72
H -25.52406 -15.97374 1.21088 0.23 -0.07 0.34
O -23.88135 -12.83916 0.57877 0.64 -0.04 0.38
H -23.18019 -12.41573 1.07406 0.07 0.23 0.32
H -23.43101 -13.29764 -0.13061 -0.15 -0.18 -0.58
O -26.35883 -11.19068 1.40817 -0.09 0.42 0.50
H -26.24985 -10.45248 0.80865 0.03 0.05 -0.71
H -26.41363 -10.78940 2.27547 0.07 -0.04 0.44
O -25.72408 -13.61225 3.04087 0.10 0.00 0.19
H -24.95309 -13.86653 3.54798 0.42 -0.07 0.09
H -26.45940 -13.74547 3.63901 -0.39 0.02 0.14
```
Forces are in eV/Å.

Properties
multiplicity	3
total charge	+1
LUMO energy (spin up / spin down)	-3.44 / -3.45	eV
highest occupied orbital energy (spin up / spin down)	-8.865 / -12.192	eV
total energy	-1477.6773	hartree
ΔE to the lowest compared entry with this formula, charge and spin	0.0000	eV